The following is a quantum chemistry calculation of a structure of composition C18H37Cl3NO2PPdSe2 at a distorted geometry, from the Open Molecules 2025 dataset.

CARTESIAN COORDINATES (ANGSTROEM)
1 Pd -1.330 0.321 -1.168
2 C -2.614 3.889 -2.916
3 Se -1.621 3.240 -1.396
4 C -3.024 3.389 -0.040
5 C -4.054 2.277 -0.065
6 Se -3.296 0.593 0.580
7 C -4.650 -0.590 -0.153
8 H -2.859 4.932 -2.714
9 H -3.505 3.284 -3.047
10 H -1.958 3.802 -3.777
11 H -3.504 4.354 -0.218
12 H -2.505 3.444 0.918
13 H -4.441 2.096 -1.065
14 H -4.877 2.522 0.607
15 H -4.673 -0.470 -1.232
16 H -5.601 -0.325 0.305
17 H -4.381 -1.606 0.124
18 Cl -3.637 -1.019 -4.969
19 C -2.170 -0.777 -4.054
20 Cl -0.740 -1.072 -5.004
21 Cl -2.153 -1.916 -2.627
22 C -2.166 0.629 -3.366
23 O -3.165 0.872 -2.642
24 O -1.134 1.323 -3.458
25 C 3.035 0.084 2.977
26 C 1.636 0.329 2.395
27 C 0.577 -0.109 3.417
28 C 1.439 1.832 2.132
29 P 1.389 -0.612 0.797
30 N 0.027 0.069 0.110
31 C 0.912 -2.412 1.035
32 C 1.849 -3.076 2.055
33 C 0.980 -3.182 -0.291
34 C -0.546 -2.505 1.513
35 C 2.732 -0.294 -0.478
36 C 3.925 -1.233 -0.238
37 C 3.204 1.162 -0.363
38 C 2.195 -0.465 -1.910
39 H 3.098 0.627 3.922
40 H 3.828 0.463 2.336
41 H 3.226 -0.966 3.192
42 H 0.706 0.516 4.301
43 H 0.693 -1.141 3.737
44 H -0.439 0.046 3.049
45 H 1.323 2.318 3.101
46 H 0.537 2.034 1.550
47 H 2.288 2.292 1.636
48 H 2.899 -2.992 1.781
49 H 1.604 -4.139 2.083
50 H 1.715 -2.687 3.061
51 H 1.990 -3.300 -0.672
52 H 0.350 -2.734 -1.060
53 H 0.594 -4.183 -0.095
54 H -0.745 -1.996 2.451
55 H -0.765 -3.563 1.661
56 H -1.232 -2.130 0.751
57 H 4.309 -1.177 0.779
58 H 4.729 -0.919 -0.906
59 H 3.699 -2.270 -0.472
60 H 3.757 1.358 0.552
61 H 2.380 1.872 -0.451
62 H 3.884 1.346 -1.196
63 H 1.833 -1.458 -2.140
64 H 3.028 -0.261 -2.585
65 H 1.414 0.264 -2.141

Values from the calculation:
Energy above the lowest of the compared OMol25 structures with the same formula, charge and spin   18.8 kcal per mole
E   -7565.2899 Ha
Kohn-Sham gap (spin up / spin down)   9.83 / 6.61 eV
Spin multiplicity   5
Charge   +2
Lowest unoccupied orbital energy (spin up / spin down)   -5.02 / -8.87 eV

The following is a quantum chemistry calculation of a structure of composition C18H37IrOP3S at a distorted geometry, from the Open Molecules 2025 dataset.

CARTESIAN COORDINATES (ANGSTROEM)
1 Ir 0.203 0.603 -1.448
2 P -1.361 2.220 -1.174
3 P -1.806 -1.647 0.423
4 P 2.203 1.947 -1.673
5 H -0.672 -4.708 -2.383
6 C 0.184 -4.203 -2.842
7 C 1.338 -4.049 -2.185
8 H 1.416 -4.253 -1.111
9 C -2.535 2.083 -2.575
10 C -2.569 2.152 0.207
11 C -0.933 4.003 -1.144
12 C -1.168 -3.308 0.461
13 C -1.891 -0.964 2.076
14 C -3.410 -1.678 -0.386
15 C 3.521 0.721 -1.970
16 C 2.803 2.899 -0.229
17 C 2.317 3.089 -3.082
18 H 0.076 -3.981 -3.909
19 H 2.222 -3.622 -2.655
20 H -3.183 2.969 -2.572
21 H -3.153 1.182 -2.430
22 H -2.006 2.004 -3.532
23 H -3.340 2.921 0.047
24 H -2.061 2.349 1.159
25 H -3.062 1.164 0.235
26 H -1.847 4.585 -1.353
27 H -0.175 4.265 -1.891
28 H -0.575 4.297 -0.148
29 H -2.027 -3.985 0.527
30 H -0.554 -3.425 1.358
31 H -0.578 -3.554 -0.426
32 H -2.862 -1.225 2.526
33 H -1.772 0.127 2.054
34 H -1.072 -1.393 2.670
35 H -3.917 -2.621 -0.138
36 H -3.275 -1.633 -1.482
37 H -4.043 -0.836 -0.071
38 H 4.426 1.238 -2.306
39 H 3.215 0.008 -2.744
40 H 3.751 0.169 -1.051
41 H 3.679 3.494 -0.530
42 H 3.098 2.238 0.595
43 H 2.029 3.588 0.130
44 H 2.692 2.531 -3.949
45 H 3.030 3.888 -2.829
46 H 1.345 3.523 -3.325
47 C 0.719 -0.344 -5.123
48 C 0.209 -0.030 -6.416
49 C 0.554 -0.784 -7.535
50 C 1.401 -1.890 -7.415
51 C 1.896 -2.229 -6.147
52 C 1.554 -1.480 -5.006
53 S 0.286 0.779 -3.858
54 H -0.868 -0.762 -0.354
55 H -0.450 0.832 -6.524
56 H 0.157 -0.500 -8.510
57 H 1.662 -2.486 -8.295
58 H 2.564 -3.094 -6.060
59 H 1.929 -1.765 -4.020
60 O 1.618 -0.005 1.162
61 C 1.075 0.227 0.149

Values from the calculation:
Energy above the lowest of the compared OMol25 structures with the same formula, charge and spin   14.2 kcal per mole
E   -2308.8001 Ha
Kohn-Sham gap (spin up / spin down)   7.74 / 4.95 eV
Spin multiplicity   5
Charge   +3
Lowest unoccupied orbital energy (spin up / spin down)   -8.47 / -12.79 eV

The following is a quantum chemistry calculation of a cluster of 2 separate species, C18H37N6O in total at a distorted geometry, from the Open Molecules 2025 dataset.

CARTESIAN COORDINATES (ANGSTROEM)
1 C -2.021 4.277 -2.515
2 C -1.934 2.634 -2.214
3 N -0.879 2.093 -3.154
4 C 0.365 1.631 -2.431
5 C 1.059 2.743 -1.449
6 C 1.515 2.066 0.015
7 N 2.643 1.123 -0.121
8 N 3.118 0.551 1.013
9 N 4.218 -0.325 0.898
10 C 2.505 0.882 2.329
11 C 1.238 1.849 2.689
12 C 0.641 2.566 1.295
13 C -0.629 3.590 1.328
14 C -1.936 2.727 1.871
15 N -2.150 2.866 3.381
16 C -1.538 0.897 -3.860
17 C -2.176 -0.407 -3.038
18 O -1.612 0.901 -5.218
19 H -1.512 4.877 -1.627
20 H -1.345 4.515 -3.470
21 H -3.121 4.654 -2.651
22 H -1.760 2.388 -1.080
23 H -3.001 2.209 -2.538
24 H 0.176 0.598 -1.863
25 H 1.157 1.356 -3.281
26 H 2.097 3.035 -1.962
27 H 0.473 3.745 -1.327
28 H 4.135 -0.787 -0.053
29 H 3.986 -1.095 1.588
30 H 3.017 0.357 3.273
31 H 0.797 2.058 3.763
32 H -0.427 4.452 2.130
33 H -0.902 4.108 0.319
34 H -1.868 1.580 1.595
35 H -2.877 3.193 1.354
36 H -2.428 1.911 3.742
37 H -2.997 3.477 3.570
38 H -1.747 -0.434 -1.934
39 H -3.348 -0.228 -2.907
40 H -1.934 -1.427 -3.578
41 C 0.589 -1.641 2.412
42 C 0.609 -3.127 2.063
43 N -0.278 -3.489 0.954
44 C -0.464 -4.938 0.811
45 C 0.759 -5.772 0.441
46 C -0.083 -2.761 -0.299
47 C 1.296 -2.829 -0.950
48 H -0.428 -1.297 2.628
49 H 1.199 -1.462 3.305
50 H 1.003 -1.026 1.607
51 H 0.284 -3.664 2.963
52 H 1.642 -3.431 1.871
53 H -1.258 -5.133 0.079
54 H -0.859 -5.324 1.759
55 H 1.022 -5.657 -0.613
56 H 0.540 -6.834 0.598
57 H 1.634 -5.528 1.050
58 H -0.322 -1.704 -0.125
59 H -0.833 -3.084 -1.033
60 H 2.109 -2.705 -0.229
61 H 1.394 -2.027 -1.689
62 H 1.442 -3.770 -1.484

Values from the calculation:
E   -1111.1363 Ha
Kohn-Sham gap   5.80 eV
Charge   +1
Lowest unoccupied orbital energy   -4.97 eV

The following is a quantum chemistry calculation of a cluster of 6 separate species, C18H37NO7 in total at a distorted geometry, from the Open Molecules 2025 dataset.

CARTESIAN COORDINATES (ANGSTROEM)
1 C -1.967 -2.811 -2.415
2 C -1.487 -3.626 -1.234
3 O -1.007 -4.707 -1.247
4 N -1.892 -2.892 0.099
5 H -1.333 -2.094 0.146
6 H -2.784 -2.256 0.060
7 C -1.603 -3.674 1.310
8 H -1.625 -1.711 -2.427
9 H -3.097 -2.846 -2.474
10 H -1.804 -3.376 -3.326
11 H -1.740 -2.959 1.963
12 H -0.415 -3.935 1.358
13 H -2.380 -4.384 1.402
14 O -0.354 -0.874 -0.013
15 H -0.011 0.008 -0.030
16 C -1.349 1.201 -0.002
17 C -2.418 0.416 0.745
18 C -3.810 1.013 0.552
19 O -2.574 -0.952 0.238
20 H -1.635 1.248 -1.231
21 H -0.362 0.793 0.176
22 H -1.267 2.343 0.160
23 H -2.014 0.443 1.742
24 H -4.076 1.119 -0.620
25 H -3.948 1.998 1.118
26 H -4.506 0.328 1.107
27 H -1.740 -1.340 0.125
28 C 4.237 -1.137 -1.479
29 C 2.881 -0.595 -1.224
30 C 2.293 0.217 -2.395
31 O 1.920 -1.668 -1.148
32 H 4.459 -1.930 -0.823
33 H 4.925 -0.305 -1.267
34 H 4.215 -1.588 -2.498
35 H 2.924 0.124 -0.475
36 H 2.900 1.157 -2.589
37 H 1.257 0.585 -2.224
38 H 2.329 -0.483 -3.175
39 H 1.070 -1.265 -0.872
40 C -0.735 -1.646 3.702
41 C 0.611 -1.245 3.130
42 C 1.652 -0.949 4.208
43 O 1.096 -2.329 2.350
44 H -0.809 -2.364 4.395
45 H -1.418 -1.893 2.912
46 H -1.106 -0.739 4.293
47 H 0.615 -0.390 2.553
48 H 2.518 -0.556 3.921
49 H 2.000 -1.917 4.608
50 H 1.193 -0.499 5.038
51 H 0.494 -2.533 1.652
52 C 1.356 5.227 -2.934
53 C 1.734 3.816 -2.547
54 C 1.307 3.422 -1.215
55 O 1.488 2.239 -0.851
56 C 0.606 4.424 -0.310
57 C 0.263 5.784 -0.804
58 C 0.562 6.220 -2.229
59 O 0.195 7.288 -2.565
60 H 1.513 5.542 -4.170
61 H 2.282 2.985 -3.142
62 H 0.314 4.160 0.692
63 H 0.052 6.377 0.193

Values from the calculation:
Energy above the lowest of the compared OMol25 structures with the same formula, charge and spin   299.3 kcal per mole
E   -1288.9146 Ha
Kohn-Sham gap   6.28 eV
Charge   0
Lowest unoccupied orbital energy   -2.23 eV